Entry 1:
ORCA calculation (ωB97M-V/def2-TZVPD) on a cluster of 2 separate species, C5H7N in total.

Each atom is followed by the atoms it is bonded to, with distances in Å.
Positions of all 13 atoms, in Å:
1 C -0.44 0.20 -1.28  C2 1.525, H5 1.134, H6 1.079, H7 1.077
2 C -0.15 -0.12 0.18  C1 1.525, C3 1.521, C4 1.562, H8 1.077
3 C -0.14 -1.57 0.64  C2 1.521, C4 1.269, H9 1.147
4 C 1.03 -1.08 0.56  C2 1.562, C3 1.269, H10 1.022
5 H -1.52 -0.07 -1.52  C1 1.134
6 H 0.18 -0.53 -1.76  C1 1.079
7 H -0.17 1.23 -1.42  C1 1.077
8 H -0.38 0.71 0.82  C2 1.077
9 H -0.84 -2.47 0.74  C3 1.147
10 H 2.04 -0.99 0.61  C4 1.022
11 C 2.26 2.14 2.88  N12 1.151, H13 1.029
12 N 1.61 1.67 2.05  C11 1.151
13 H 2.84 2.71 3.51  C11 1.029

The value obtained for the gap between HOMO and LUMO is 9.91 eV. For the energy, the calculation gives -6784.39105 eV. Its LUMO energy is 0.9700 eV. As for the energy relative to the best compared isomer or geometry (same formula, charge and spin): 397.7 kJ/mol. For the HOMO energy, the calculation gives -8.942 eV.



Entry 2:
ORCA calculation (ωB97M-V/def2-TZVPD) on the ion C9H16NOS with charge +1.

Each atom is followed by the atoms it is bonded to, with distances in Å.
Positions of all 28 atoms, in Å:
1 C -0.83 1.05 2.45  O2 1.407, H13 1.135, H14 1.149, H15 1.129
2 O -0.95 -0.13 1.69  C1 1.407, C3 1.430
3 C -0.52 -0.16 0.33  O2 1.430, C4 1.711, N10 1.455, H16 1.027
4 C 1.17 -0.39 0.13  C3 1.711, S5 1.718, C8 1.345
5 S 1.88 -1.95 0.10  C4 1.718, C6 1.710
6 C 3.44 -1.29 -0.05  S5 1.710, C7 1.379, H17 1.101
7 C 3.43 0.09 -0.09  C6 1.379, C8 1.449, H18 1.057
8 C 2.08 0.60 0.03  C4 1.345, C7 1.449, C9 1.522
9 C 1.94 2.11 0.06  C8 1.522, H19 1.111, H20 1.039, H21 1.011
10 N -1.16 -1.32 -0.29  C3 1.455, C11 1.539, C12 1.523, H22 1.077
11 C -1.05 -1.18 -1.82  N10 1.539, H23 1.019, H24 1.030, H25 1.051
12 C -2.62 -1.47 0.09  N10 1.523, H26 1.064, H27 1.185, H28 1.165
13 H -1.68 1.02 3.20  C1 1.135
14 H -0.59 2.05 1.94  C1 1.149
15 H 0.06 0.94 3.15  C1 1.129
16 H -0.78 0.69 -0.18  C3 1.027
17 H 4.30 -1.98 0.03  C6 1.101
18 H 4.30 0.69 -0.12  C7 1.057
19 H 2.00 2.62 -0.93  C9 1.111
20 H 1.05 2.32 0.56  C9 1.039
21 H 2.64 2.49 0.68  C9 1.011
22 H -0.64 -2.21 0.02  N10 1.077
23 H -1.55 -0.32 -2.02  C11 1.019
24 H -0.07 -1.27 -2.10  C11 1.030
25 H -1.43 -2.06 -2.27  C11 1.051
26 H -3.17 -1.01 -0.71  C12 1.064
27 H -2.78 -2.63 -0.09  C12 1.185
28 H -2.83 -1.05 1.15  C12 1.165

The value obtained for the gap between HOMO and LUMO is 9.69 eV. The total charge is +1. For the energy, the calculation gives -23956.26139 eV. Its LUMO energy is -2.8351 eV. As for the energy relative to the best compared isomer or geometry (same formula, charge and spin): 124.7 kJ/mol. For the HOMO energy, the calculation gives -12.529 eV.



Entry 3:
ORCA calculation (ωB97M-V/def2-TZVPD) on a cluster of 10 separate species, C9H36ClO13 in total.

Each atom is followed by the atoms it is bonded to, with distances in Å.
Positions of all 59 atoms, in Å:
1 Cl 0.45 0.00 -2.21  O2 1.449, O3 1.445, O4 1.445, O5 1.443
2 O 0.89 0.58 -0.96  Cl1 1.449
3 O 0.17 1.06 -3.15  Cl1 1.445
4 O 1.44 -0.86 -2.81  Cl1 1.445
5 O -0.76 -0.76 -1.98  Cl1 1.443
6 O 1.05 -1.02 -5.98  H7 0.965, H8 0.961
7 H 0.90 -0.76 -5.06  O6 0.965
8 H 0.78 -0.24 -6.48  O6 0.961
9 O 4.35 0.67 -2.27  H10 0.961, H11 0.973
10 H 4.21 -0.26 -2.48  O9 0.961
11 H 3.93 0.81 -1.40  O9 0.973
12 O 1.10 -3.31 -0.91  H13 0.965, H14 0.968
13 H 1.18 -2.58 -1.53  O12 0.965
14 H 0.38 -3.85 -1.29  O12 0.968
15 O -2.45 1.78 -1.28  H16 0.967, H17 0.961
16 H -1.72 1.18 -1.08  O15 0.967
17 H -2.15 2.64 -0.98  O15 0.961
18 O 2.77 2.74 -3.34  H19 0.966, H20 0.962
19 H 2.95 1.90 -2.89  O18 0.966
20 H 1.85 2.67 -3.60  O18 0.962
21 O -1.43 -4.24 -1.87  H22 0.960, H23 0.972
22 H -1.90 -4.93 -1.41  O21 0.960
23 H -2.01 -3.47 -1.84  O21 0.972
24 C -4.97 -2.98 -0.09  C25 1.520, H28 1.088, H29 1.092, H30 1.091
25 C -4.12 -1.78 -0.49  C24 1.520, C26 1.522, O27 1.446, H31 1.093
26 C -3.24 -1.37 0.68  C25 1.522, H32 1.092, H33 1.096, H34 1.085
27 O -3.27 -2.16 -1.59  C25 1.446, H35 0.968
28 H -4.31 -3.80 0.19  C24 1.088
29 H -5.63 -3.28 -0.91  C24 1.092
30 H -5.62 -2.65 0.71  C24 1.091
31 H -4.77 -1.01 -0.92  C25 1.093
32 H -2.81 -2.25 1.16  C26 1.092
33 H -3.81 -0.89 1.48  C26 1.096
34 H -2.45 -0.68 0.37  C26 1.085
35 H -2.64 -1.45 -1.74  O27 0.968
36 C 3.45 2.21 2.49  C37 1.534, H40 1.087, H41 1.092, H42 1.092
37 C 3.88 1.14 1.48  C36 1.534, C38 1.519, O39 1.428, H43 1.091
38 C 3.38 -0.24 1.88  C37 1.519, H44 1.094, H45 1.091, H46 1.091
39 O 3.37 1.47 0.19  C37 1.428, H47 0.967
40 H 2.37 2.35 2.48  C36 1.087
41 H 3.93 3.16 2.22  C36 1.092
42 H 3.80 1.90 3.48  C36 1.092
43 H 4.97 1.20 1.45  C37 1.091
44 H 3.72 -0.97 1.14  C38 1.094
45 H 2.29 -0.28 1.85  C38 1.091
46 H 3.79 -0.53 2.85  C38 1.091
47 H 2.44 1.22 0.15  O39 0.967
48 C -0.72 3.19 3.20  C49 1.515, H52 1.093, H53 1.092, H54 1.090
49 C -0.80 1.71 3.48  C48 1.515, C50 1.516, O51 1.430, H55 1.098
50 C -1.36 0.93 2.31  C49 1.516, H56 1.092, H57 1.095, H58 1.091
51 O 0.54 1.26 3.73  C49 1.430, H59 0.963
52 H -0.06 3.43 2.36  C48 1.093
53 H -0.27 3.73 4.04  C48 1.092
54 H -1.72 3.58 2.99  C48 1.090
55 H -1.42 1.57 4.37  C49 1.098
56 H -1.31 -0.15 2.48  C50 1.092
57 H -0.74 1.16 1.43  C50 1.095
58 H -2.38 1.18 2.03  C50 1.091
59 H 0.50 0.31 3.88  O51 0.963

The value obtained for the gap between HOMO and LUMO is 9.96 eV. The total charge is -1. For the energy, the calculation gives -49053.20564 eV. Its LUMO energy is 2.5006 eV. As for the energy relative to the best compared isomer or geometry (same formula, charge and spin): 0.0 kJ/mol. For the HOMO energy, the calculation gives -7.459 eV.



Entry 4:
ORCA calculation (ωB97M-V/def2-TZVPD) on a cluster of 9 separate species, C27H78N6O9 in total.

Each atom is followed by the atoms it is bonded to, with distances in Å.
Positions of all 120 atoms, in Å:
1 C -0.99 1.61 -4.95  O2 1.451, H7 1.090, H8 1.090, H9 1.090
2 O 0.28 2.20 -4.56  C1 1.451, C3 1.455
3 C 0.22 3.48 -3.87  O2 1.455, C4 1.530, H10 1.090, H11 1.090
4 C -0.29 4.62 -4.75  C3 1.530, C5 1.565, N6 1.445, H12 1.090
5 C 0.61 4.75 -6.03  C4 1.565, H13 1.090, H14 1.090, H15 1.090
6 N -0.10 5.89 -4.09  C4 1.445, H16 1.010, H17 1.010
7 H -0.84 0.58 -5.28  C1 1.090
8 H -1.27 2.28 -5.76  C1 1.090
9 H -1.69 1.74 -4.13  C1 1.090
10 H -0.50 3.42 -3.05  C3 1.090
11 H 1.18 3.70 -3.42  C3 1.090
12 H -1.30 4.44 -5.11  C4 1.090
13 H 0.33 5.69 -6.52  C5 1.090
14 H 0.50 3.93 -6.74  C5 1.090
15 H 1.66 4.81 -5.75  C5 1.090
16 H 0.86 6.08 -3.86  N6 1.010
17 H -0.61 5.98 -3.21  N6 1.010
18 C -3.21 -0.33 0.60  O19 1.405, H24 1.090, H25 1.090, H26 1.090
19 O -4.47 -0.88 0.86  C18 1.405, C20 1.430
20 C -5.27 -0.51 1.99  O19 1.430, C21 1.539, H27 1.090, H28 1.090
21 C -6.40 -1.51 2.26  C20 1.539, C22 1.506, N23 1.497, H29 1.090
22 C -7.58 -1.34 1.33  C21 1.506, H30 1.090, H31 1.090, H32 1.090
23 N -6.83 -1.26 3.68  C21 1.497, H33 1.010, H34 1.010
24 H -2.38 -0.79 1.15  C18 1.090
25 H -3.29 0.75 0.74  C18 1.090
26 H -2.91 -0.56 -0.42  C18 1.090
27 H -4.62 -0.64 2.86  C20 1.090
28 H -5.47 0.56 1.91  C20 1.090
29 H -5.92 -2.49 2.23  C21 1.090
30 H -7.38 -1.34 0.26  C22 1.090
31 H -8.06 -0.41 1.60  C22 1.090
32 H -8.30 -2.09 1.66  C22 1.090
33 H -6.86 -0.26 3.82  N23 1.010
34 H -6.14 -1.57 4.35  N23 1.010
35 C 0.80 -2.95 -4.95  O36 1.434, H41 1.090, H42 1.090, H43 1.090
36 O 0.42 -4.23 -5.48  C35 1.434, C37 1.368
37 C 1.43 -5.15 -5.51  O36 1.368, C38 1.559, H44 1.090, H45 1.090
38 C 0.95 -6.40 -6.31  C37 1.559, C39 1.567, N40 1.451, H46 1.090
39 C -0.42 -6.95 -5.78  C38 1.567, H47 1.090, H48 1.090, H49 1.090
40 N 1.89 -7.49 -6.15  C38 1.451, H50 1.010, H51 1.010
41 H 0.23 -2.09 -5.32  C35 1.090
42 H 1.82 -2.69 -5.22  C35 1.090
43 H 0.83 -2.96 -3.86  C35 1.090
44 H 2.30 -4.64 -5.92  C37 1.090
45 H 1.66 -5.54 -4.52  C37 1.090
46 H 0.71 -6.12 -7.34  C38 1.090
47 H -0.64 -7.90 -6.26  C39 1.090
48 H -1.21 -6.19 -5.84  C39 1.090
49 H -0.31 -7.21 -4.73  C39 1.090
50 H 2.65 -7.16 -6.73  N40 1.010
51 H 1.55 -8.34 -6.55  N40 1.010
52 C 2.05 0.79 6.24  O53 1.415, H58 1.090, H59 1.090, H60 1.090
53 O 1.11 -0.27 6.32  C52 1.415, C54 1.392
54 C 0.28 -0.29 5.20  O53 1.392, C55 1.526, H61 1.090, H62 1.090
55 C -0.78 -1.37 5.35  C54 1.526, C56 1.539, N57 1.465, H63 1.090
56 C -1.69 -1.52 4.12  C55 1.539, H64 1.090, H65 1.090, H66 1.090
57 N -1.71 -0.94 6.40  C55 1.465, H67 1.010, H68 1.010
58 H 2.65 0.66 5.34  C52 1.090
59 H 2.70 0.70 7.12  C52 1.090
60 H 1.55 1.75 6.29  C52 1.090
61 H -0.20 0.67 5.00  C54 1.090
62 H 0.84 -0.58 4.31  C54 1.090
63 H -0.37 -2.32 5.70  C55 1.090
64 H -1.20 -2.02 3.28  C56 1.090
65 H -2.07 -0.61 3.66  C56 1.090
66 H -2.47 -2.25 4.35  C56 1.090
67 H -1.26 -0.60 7.24  N57 1.010
68 H -2.28 -0.16 6.12  N57 1.010
69 C 0.02 -1.41 -0.94  O70 1.422, H75 1.090, H76 1.090, H77 1.090
70 O -0.46 -0.07 -0.93  C69 1.422, C71 1.407
71 C 0.63 0.82 -0.84  O70 1.407, C72 1.487, H78 1.090, H79 1.090
72 C 1.10 1.09 0.55  C71 1.487, C73 1.511, N74 1.420, H80 1.090
73 C 0.03 1.21 1.61  C72 1.511, H81 1.090, H82 1.090, H83 1.090
74 N 2.02 2.16 0.65  C72 1.420, H84 1.010, H85 1.010
75 H 0.68 -1.47 -1.81  C69 1.090
76 H -0.91 -1.96 -1.05  C69 1.090
77 H 0.46 -1.87 -0.06  C69 1.090
78 H 1.40 0.66 -1.59  C71 1.090
79 H 0.26 1.71 -1.35  C71 1.090
80 H 1.71 0.26 0.90  C72 1.090
81 H -0.45 2.17 1.43  C73 1.090
82 H 0.45 1.20 2.61  C73 1.090
83 H -0.75 0.45 1.60  C73 1.090
84 H 2.82 1.90 0.09  N74 1.010
85 H 2.40 2.23 1.59  N74 1.010
86 C 2.33 3.47 3.97  O87 1.433, H92 1.090, H93 1.090, H94 1.090
87 O 2.97 2.40 3.24  C86 1.433, C88 1.458
88 C 4.34 2.12 3.65  O87 1.458, C89 1.582, H95 1.090, H96 1.090
89 C 4.94 0.96 2.74  C88 1.582, C90 1.503, N91 1.452, H97 1.090
90 C 4.30 -0.38 2.93  C89 1.503, H98 1.090, H99 1.090, H100 1.090
91 N 6.31 0.77 3.18  C89 1.452, H101 1.010, H102 1.010
92 H 2.42 3.20 5.02  C86 1.090
93 H 1.26 3.58 3.83  C86 1.090
94 H 2.82 4.43 3.80  C86 1.090
95 H 4.91 2.98 3.32  C88 1.090
96 H 4.40 1.95 4.72  C88 1.090
97 H 4.86 1.22 1.69  C89 1.090
98 H 4.64 -1.13 2.21  C90 1.090
99 H 3.23 -0.34 2.71  C90 1.090
100 H 4.43 -0.79 3.93  C90 1.090
101 H 6.34 -0.24 3.12  N91 1.010
102 H 6.40 0.82 4.18  N91 1.010
103 C 4.98 2.01 -1.34  O104 1.408, H105 1.090, H106 1.090, H107 1.090
104 O 4.33 0.78 -1.13  C103 1.408, H108 0.960
105 H 5.43 2.31 -0.39  C103 1.090
106 H 5.69 1.90 -2.15  C103 1.090
107 H 4.22 2.75 -1.57  C103 1.090
108 H 4.97 0.13 -0.81  O104 0.960
109 C -4.21 -3.71 -1.28  O110 1.388, H111 1.090, H112 1.090, H113 1.090
110 O -4.71 -3.59 0.01  C109 1.388, H114 0.960
111 H -5.07 -3.46 -1.90  C109 1.090
112 H -3.33 -3.08 -1.44  C109 1.090
113 H -3.85 -4.73 -1.43  C109 1.090
114 H -4.66 -2.66 0.25  O110 0.960
115 C -0.34 5.06 1.39  O116 1.396, H117 1.090, H118 1.090, H119 1.090
116 O 0.17 4.62 0.17  C115 1.396, H120 0.960
117 H -0.14 6.10 1.65  C115 1.090
118 H -1.42 4.91 1.44  C115 1.090
119 H 0.03 4.43 2.19  C115 1.090
120 H 0.82 3.93 0.26  O116 0.960

The value obtained for the gap between HOMO and LUMO is 9.10 eV. For the energy, the calculation gives -56625.03538 eV. Its LUMO energy is 0.3310 eV. As for the energy relative to the best compared isomer or geometry (same formula, charge and spin): 388.4 kJ/mol. For the HOMO energy, the calculation gives -8.771 eV.



Entry 5:
ORCA calculation (ωB97M-V/def2-TZVPD) on an isolated molecule of C20H25FN4O3S.

Each atom is followed by the atoms it is bonded to, with distances in Å.
Positions of all 54 atoms, in Å:
1 N -0.32 5.84 -2.92  S2 1.680, H30 1.007, H31 1.007
2 S 0.13 6.17 -1.34  N1 1.680, O3 1.433, O4 1.438, C5 1.778
3 O 0.86 7.41 -1.37  S2 1.433
4 O -1.02 6.07 -0.48  S2 1.438
5 C 1.23 4.82 -1.01  S2 1.778, C6 1.380, C29 1.378
6 C 2.36 4.66 -1.79  C5 1.380, C7 1.382, H32 1.077
7 C 3.19 3.59 -1.56  C6 1.382, C8 1.391, H33 1.080
8 C 2.91 2.68 -0.55  C7 1.391, C9 1.500, C28 1.391
9 C 3.75 1.44 -0.38  C8 1.500, C10 1.542, H34 1.090, H35 1.092
10 C 3.20 0.35 -1.32  C9 1.542, N11 1.439, H36 1.092, H37 1.094
11 N 1.81 0.08 -1.06  C10 1.439, C12 1.350, H38 1.011
12 C 0.82 0.65 -1.79  N11 1.350, O13 1.212, C14 1.527
13 O 1.00 1.25 -2.83  C12 1.212
14 C -0.57 0.47 -1.17  C12 1.527, N15 1.450, H39 1.094, H40 1.101
15 N -0.59 -0.62 -0.21  C14 1.450, C16 1.454, C27 1.454
16 C -1.69 -0.51 0.74  N15 1.454, C17 1.526, H41 1.092, H42 1.102
17 C -1.55 -1.62 1.78  C16 1.526, N18 1.449, H43 1.087, H44 1.103
18 N -1.58 -2.91 1.13  C17 1.449, C19 1.387, C26 1.444
19 C -1.99 -4.03 1.84  N18 1.387, C20 1.399, C24 1.402
20 C -1.26 -5.22 1.88  C19 1.399, C21 1.383, H45 1.078
21 C -1.73 -6.35 2.54  C20 1.383, C22 1.383, H46 1.080
22 C -2.95 -6.32 3.19  C21 1.383, C23 1.385, H47 1.078
23 C -3.70 -5.16 3.17  C22 1.385, C24 1.378, H48 1.079
24 C -3.23 -4.05 2.50  C19 1.402, C23 1.378, F25 1.359
25 F -4.03 -2.95 2.48  C24 1.359
26 C -0.51 -3.03 0.16  N18 1.444, C27 1.528, H49 1.091, H50 1.103
27 C -0.66 -1.91 -0.87  N15 1.454, C26 1.528, H51 1.092, H52 1.103
28 C 1.78 2.87 0.24  C8 1.391, C29 1.384, H53 1.081
29 C 0.93 3.94 0.01  C5 1.378, C28 1.384, H54 1.079
30 H -1.18 5.33 -2.98  N1 1.007
31 H -0.34 6.67 -3.49  N1 1.007
32 H 2.55 5.38 -2.57  C6 1.077
33 H 4.07 3.44 -2.18  C7 1.080
34 H 4.79 1.64 -0.64  C9 1.090
35 H 3.70 1.09 0.65  C9 1.092
36 H 3.27 0.68 -2.35  C10 1.092
37 H 3.77 -0.58 -1.19  C10 1.094
38 H 1.53 -0.32 -0.18  N11 1.011
39 H -0.80 1.41 -0.66  C14 1.094
40 H -1.30 0.34 -1.99  C14 1.101
41 H -1.64 0.46 1.23  C16 1.092
42 H -2.67 -0.61 0.24  C16 1.102
43 H -2.35 -1.54 2.51  C17 1.087
44 H -0.59 -1.49 2.31  C17 1.103
45 H -0.30 -5.27 1.39  C20 1.078
46 H -1.14 -7.24 2.54  C21 1.080
47 H -3.32 -7.19 3.71  C22 1.078
48 H -4.66 -5.10 3.66  C23 1.079
49 H -0.60 -3.99 -0.35  C26 1.091
50 H 0.48 -2.96 0.64  C26 1.103
51 H 0.15 -1.98 -1.60  C27 1.092
52 H -1.61 -2.04 -1.40  C27 1.103
53 H 1.56 2.17 1.04  C28 1.081
54 H 0.05 4.10 0.60  C29 1.079

The value obtained for the gap between HOMO and LUMO is 8.71 eV. For the energy, the calculation gives -46801.74740 eV. Its LUMO energy is 0.4712 eV. As for the energy relative to the best compared isomer or geometry (same formula, charge and spin): 25.6 kJ/mol. For the HOMO energy, the calculation gives -8.234 eV.



Entry 6:
ORCA calculation (ωB97M-V/def2-TZVPD) on an isolated molecule of C3H7NO2S.

Each atom is followed by the atoms it is bonded to, with distances in Å.
Positions of all 14 atoms, in Å:
1 C 0.47 1.13 -0.48  C2 1.564, N4 1.449, H8 1.034, H9 1.066
2 C 1.15 -0.27 -0.63  C1 1.564, C3 1.330, H10 1.177
3 C 0.59 -1.20 -1.40  C2 1.330, H11 1.145, H12 1.075
4 N -0.53 1.13 0.58  C1 1.449, O6 1.434, S7 1.775
5 O -1.25 -1.22 1.33  S7 1.475
6 O 0.03 0.86 1.87  N4 1.434, H13 1.031
7 S -1.72 -0.18 0.40  N4 1.775, O5 1.475, H14 1.514
8 H 1.21 1.84 -0.36  C1 1.034
9 H -0.12 1.35 -1.34  C1 1.066
10 H 2.16 -0.46 -0.06  C2 1.177
11 H 0.96 -2.27 -1.27  C3 1.145
12 H -0.43 -1.20 -1.75  C3 1.075
13 H 0.19 -0.16 1.91  O6 1.031
14 H -2.70 0.64 1.20  S7 1.514

The value obtained for the gap between HOMO and LUMO is 10.04 eV. For the energy, the calculation gives -19640.20858 eV. Its LUMO energy is 0.5521 eV. As for the energy relative to the best compared isomer or geometry (same formula, charge and spin): 520.6 kJ/mol. For the HOMO energy, the calculation gives -9.491 eV.



Let's list strongest force on any atom in order: 3.22 5.51 1.59 2.97 0.81 3.64 eV/Å.